Record 1
C20H43NO6 | the ωB97M-V functional and the def2-TZVPD basis

Its HOMO energy is -9.396 eV. The SMILES is COCCCCCCC[C@@H]1CNC(=O)C1.COCCOC.COCCOC.

Element x y z (Å)
C1 6.887 2.751 3.018
O1 5.722 2.169 2.469
C2 5.380 0.884 2.951
C3 4.946 -0.033 1.793
C4 3.629 -0.763 2.074
C5 2.358 0.057 1.803
C6 2.401 0.919 0.544
C7 1.013 1.392 0.108
C8 0.278 2.208 1.184
C9 -0.780 1.406 1.976
C10 -2.186 1.986 1.871
N1 -2.939 1.360 2.973
C11 -2.001 1.035 3.982
O2 -2.284 0.463 5.013
C12 -0.625 1.497 3.506
H1 7.225 2.233 3.913
H2 6.673 3.786 3.284
H3 7.683 2.761 2.272
H4 6.221 0.429 3.473
H5 4.549 0.977 3.657
H6 4.915 0.562 0.886
H7 5.719 -0.788 1.637
H8 3.631 -1.023 3.137
H9 3.607 -1.716 1.547
H10 2.121 0.659 2.680
H11 1.526 -0.647 1.694
H12 2.883 0.371 -0.266
H13 3.000 1.813 0.735
H14 0.410 0.532 -0.192
H15 1.136 2.006 -0.786
H16 0.975 2.690 1.865
H17 -0.254 3.016 0.673
H18 -0.810 0.361 1.663
H19 -2.655 1.899 0.895
H20 -2.120 3.048 2.119
H21 -3.442 0.523 2.707
H22 0.198 0.964 3.960
H23 -0.621 2.568 3.732
C13 -2.667 -1.653 -0.273
O3 -1.563 -2.194 0.428
C14 -1.913 -3.281 1.272
C15 -1.543 -4.607 0.648
O4 -2.314 -4.871 -0.513
C16 -1.621 -4.615 -1.721
H24 -2.283 -0.951 -1.012
H25 -3.241 -2.424 -0.790
H26 -3.326 -1.112 0.419
H27 -2.982 -3.260 1.502
H28 -1.362 -3.163 2.210
H29 -1.745 -5.407 1.367
H30 -0.475 -4.624 0.412
H31 -0.831 -5.358 -1.879
H32 -1.184 -3.614 -1.732
H33 -2.342 -4.693 -2.533
C17 -3.974 2.218 -5.058
O5 -2.671 2.029 -5.576
C18 -1.710 1.706 -4.584
C19 -1.390 0.229 -4.574
O6 -2.505 -0.548 -4.162
C20 -3.179 -1.177 -5.236
H34 -4.653 2.305 -5.904
H35 -4.288 1.375 -4.437
H36 -4.027 3.140 -4.469
H37 -2.058 2.020 -3.595
H38 -0.797 2.264 -4.815
H39 -0.581 0.048 -3.858
H40 -1.045 -0.088 -5.562
H41 -2.572 -1.987 -5.654
H42 -3.426 -0.465 -6.028
H43 -4.101 -1.600 -4.840

Electronic structure analysis, Mulliken charges in units of e: number 1, C, carries -0.720; number 2, O, carries -0.323; number 3, C, carries -0.427; number 4, C, carries -0.700; number 5, C, carries -1.309; number 6, C, carries 0.660; number 7, C, carries -0.879; number 8, C, carries -0.732; number 9, C, carries -1.035; number 10, C, carries 1.067; number 11, C, carries -1.113; number 12, N, carries -0.369; number 13, C, carries 0.295; number 14, O, carries -0.616; number 15, C, carries -0.747; number 16, H, carries 0.339; number 17, H, carries 0.232; number 18, H, carries 0.243; number 19, H, carries 0.411; number 20, H, carries 0.252; number 21, H, carries 0.355; number 22, H, carries 0.421; number 23, H, carries 0.445; number 24, H, carries 0.403; number 25, H, carries -0.103; number 26, H, carries 0.048; number 27, H, carries 0.442; number 28, H, carries 0.275; number 29, H, carries 0.234; number 30, H, carries 0.410; number 31, H, carries 0.436; number 32, H, carries 0.421; number 33, H, carries -0.119; number 34, H, carries 0.399; number 35, H, carries 0.422; number 36, H, carries 0.356; number 37, H, carries 0.268; number 38, H, carries 0.373; number 39, C, carries -0.859; number 40, O, carries -0.137; number 41, C, carries -0.537; number 42, C, carries -0.618; number 43, O, carries -0.395; number 44, C, carries -0.638; number 45, H, carries 0.209; number 46, H, carries 0.480; number 47, H, carries 0.231; number 48, H, carries 0.362; number 49, H, carries 0.364; number 50, H, carries 0.410; number 51, H, carries 0.307; number 52, H, carries 0.347; number 53, H, carries 0.233; number 54, H, carries 0.227; number 55, C, carries -0.676; number 56, O, carries -0.390; number 57, C, carries -0.477; number 58, C, carries -0.545; number 59, O, carries -0.235; number 60, C, carries -0.828; number 61, H, carries 0.251; number 62, H, carries 0.278; number 63, H, carries 0.324; number 64, H, carries 0.287; number 65, H, carries 0.373; number 66, H, carries 0.380; number 67, H, carries 0.358; number 68, H, carries 0.310; number 69, H, carries 0.358; number 70, H, carries 0.232

***

Record 2
C51H52CsN14PSSe2 | the ωB97M-V functional and the def2-TZVPD basis

Its HOMO energy is -7.225 eV.

Element x y z (Å)
Cs1 -0.154 0.285 0.141
N1 4.489 1.084 -0.844
C1 3.330 0.423 -1.000
N2 2.431 0.679 -1.897
C2 2.590 1.812 -2.681
N3 1.656 2.268 -3.455
N4 0.462 1.610 -3.305
C3 -0.340 1.663 -4.287
C4 -1.632 0.940 -4.173
C5 -2.324 0.551 -5.313
C6 -3.482 -0.198 -5.166
C7 -3.912 -0.522 -3.890
C8 -3.175 -0.062 -2.805
N5 -2.064 0.658 -2.934
C9 3.870 2.534 -2.632
C10 4.167 3.606 -3.477
C11 5.358 4.285 -3.351
C12 6.276 3.907 -2.366
C13 6.005 2.849 -1.526
C14 4.801 2.160 -1.664
H1 5.007 0.938 0.009
H2 3.141 -0.397 -0.310
H3 -0.083 2.156 -5.226
H4 -1.951 0.822 -6.293
H5 -4.036 -0.522 -6.037
H6 -4.805 -1.110 -3.727
H7 -3.491 -0.253 -1.785
H8 3.433 3.886 -4.220
H9 5.582 5.115 -4.007
H10 7.208 4.446 -2.261
H11 6.711 2.550 -0.761
C15 1.825 -2.316 -3.336
C16 1.937 -3.629 -3.151
C17 0.793 -4.418 -2.616
C18 -0.407 -3.589 -2.237
N6 -0.513 -2.244 -2.607
C19 0.535 -1.678 -3.093
N7 -1.326 -4.151 -1.556
C20 -2.440 -3.525 -1.080
N8 -2.495 -2.515 -0.265
C21 -3.864 -2.382 0.107
N9 -4.379 -1.533 0.885
C22 -3.667 -0.443 1.405
C23 -3.360 -0.378 2.762
C24 -2.827 0.794 3.262
C25 -2.663 1.883 2.411
C26 -2.979 1.710 1.076
N10 -3.437 0.563 0.561
C27 -4.665 -3.425 -0.584
C28 -6.012 -3.719 -0.591
C29 -6.429 -4.767 -1.408
C30 -5.521 -5.485 -2.184
C31 -4.163 -5.178 -2.169
C32 -3.765 -4.136 -1.357
H12 2.638 -1.704 -3.699
H13 2.855 -4.159 -3.368
H14 0.492 -5.192 -3.329
H15 0.438 -0.625 -3.330
H16 -3.538 -1.237 3.394
H17 -2.550 0.867 4.305
H18 -2.290 2.834 2.765
H19 -2.842 2.523 0.374
H20 -6.708 -3.157 0.016
H21 -7.478 -5.033 -1.440
H22 -5.879 -6.295 -2.806
H23 -3.451 -5.736 -2.762
Se1 0.531 -0.806 3.371
P1 1.706 0.973 3.610
Se2 2.637 1.793 1.854
C33 0.632 2.239 4.379
C34 0.429 3.479 3.790
C35 -0.437 4.397 4.375
C36 -1.093 4.080 5.552
C37 -0.881 2.842 6.153
C38 -0.026 1.925 5.569
C39 2.992 0.727 4.884
C40 3.186 -0.499 5.502
C41 4.173 -0.639 6.471
C42 4.958 0.445 6.827
C43 4.762 1.677 6.211
C44 3.786 1.816 5.241
H24 0.946 3.718 2.869
H25 -0.600 5.358 3.903
H26 -1.769 4.794 6.005
H27 -1.388 2.593 7.077
H28 0.125 0.953 6.023
H29 2.557 -1.336 5.224
H30 4.323 -1.598 6.951
H31 5.724 0.335 7.585
H32 5.372 2.527 6.488
H33 3.638 2.769 4.746
C45 -5.539 3.066 -0.821
N11 -4.323 3.126 -1.603
C46 -3.355 4.065 -1.501
S1 -3.466 5.374 -0.454
N12 -2.298 3.837 -2.315
C47 -1.077 4.617 -2.333
H34 -6.410 3.332 -1.424
H35 -5.458 3.772 0.002
H36 -5.664 2.059 -0.423
H37 -4.162 2.365 -2.243
H38 -2.244 2.923 -2.738
H39 -1.206 5.476 -1.681
H40 -0.859 4.964 -3.344
H41 -0.232 4.019 -1.984
N13 2.686 -5.019 0.204
C48 1.507 -4.508 0.904
C49 1.334 -3.027 0.598
N14 2.526 -2.222 0.813
C50 3.740 -2.837 0.299
C51 3.879 -4.310 0.661
H42 1.139 -4.957 -1.727
H43 2.788 -6.010 0.385
H44 1.592 -4.635 1.994
H45 0.618 -5.053 0.572
H46 0.547 -2.630 1.235
H47 1.017 -2.911 -0.442
H48 2.597 -1.962 1.793
H49 4.602 -2.277 0.672
H50 3.733 -2.755 -0.796
H51 4.012 -4.398 1.752
H52 4.758 -4.735 0.174

Atom charges from the Mulliken analysis, given in e for atoms 1 to 99: number 1, Cs, carries 0.213; number 2, N, carries 0.184; number 3, C, carries -1.225; number 4, N, carries 0.156; number 5, C, carries 0.028; number 6, N, carries -1.285; number 7, N, carries 0.967; number 8, C, carries -1.232; number 9, C, carries 1.559; number 10, C, carries -1.119; number 11, C, carries -0.831; number 12, C, carries -0.901; number 13, C, carries -0.526; number 14, N, carries 0.887; number 15, C, carries 0.746; number 16, C, carries -0.436; number 17, C, carries -0.760; number 18, C, carries -0.413; number 19, C, carries -0.811; number 20, C, carries 0.036; number 21, H, carries 0.341; number 22, H, carries 1.097; number 23, H, carries 0.327; number 24, H, carries 0.520; number 25, H, carries 0.403; number 26, H, carries 0.622; number 27, H, carries 0.420; number 28, H, carries 0.448; number 29, H, carries 0.420; number 30, H, carries 0.398; number 31, H, carries 0.416; number 32, C, carries -0.401; number 33, C, carries -0.961; number 34, C, carries -0.398; number 35, C, carries -0.263; number 36, N, carries 0.117; number 37, C, carries 0.755; number 38, N, carries -0.361; number 39, C, carries 0.499; number 40, N, carries 0.007; number 41, C, carries -0.039; number 42, N, carries -0.555; number 43, C, carries 0.583; number 44, C, carries -1.040; number 45, C, carries -0.283; number 46, C, carries -0.551; number 47, C, carries -0.874; number 48, N, carries 0.778; number 49, C, carries -0.203; number 50, C, carries -0.231; number 51, C, carries -0.638; number 52, C, carries -0.670; number 53, C, carries -0.221; number 54, C, carries -0.315; number 55, H, carries 0.559; number 56, H, carries 0.406; number 57, H, carries 0.540; number 58, H, carries -0.165; number 59, H, carries 0.496; number 60, H, carries 0.390; number 61, H, carries 0.605; number 62, H, carries 0.356; number 63, H, carries 0.564; number 64, H, carries 0.413; number 65, H, carries 0.411; number 66, H, carries 0.532; number 67, Se, carries -0.419; number 68, P, carries 0.743; number 69, Se, carries -0.377; number 70, C, carries 0.730; number 71, C, carries -0.356; number 72, C, carries -0.658; number 73, C, carries -0.414; number 74, C, carries -0.557; number 75, C, carries -0.837; number 76, C, carries 0.200; number 77, C, carries -0.247; number 78, C, carries -0.588; number 79, C, carries -0.428; number 80, C, carries -0.634; number 81, C, carries -0.672; number 82, H, carries 0.269; number 83, H, carries 0.435; number 84, H, carries 0.380; number 85, H, carries 0.412; number 86, H, carries 0.398; number 87, H, carries 0.369; number 88, H, carries 0.399; number 89, H, carries 0.369; number 90, H, carries 0.387; number 91, H, carries 0.372; number 92, C, carries -1.027; number 93, N, carries -0.036; number 94, C, carries 0.301; number 95, S, carries -0.428; number 96, N, carries -0.124; number 97, C, carries -0.947; number 98, H, carries 0.343; number 99, H, carries 0.363

***

no.,lowest unoccupied orbital energy (eV),frontier orbital gap (eV)
1,0.6,10.01
2,-0.7,6.51